<A>
Below is a single C7H14N2 molecule, with properties calculated with ωB97M-V with the def2-TZVPD basis set.

Output
**E_HOMO**: -0.31868 Eh
**SMILES**: C1NC[C@H]2CNC[C@H]1C2

```
23
C7H14N2, DFT ωB97M-V with the def2-TZVPD basis set
C -1.22206 -1.06394 -0.49612
C -1.41082 1.34005 -0.06745
C 0.00275 0.98199 0.24498
C 1.45144 1.39872 -0.17690
C 1.33321 -1.14778 -0.23478
C 0.02200 -1.20055 0.43937
C -0.01957 -0.07017 1.36118
H -1.05340 -1.04943 -1.56123
H -1.81014 -2.04116 -0.51805
H -2.84824 0.20196 -0.85450
H -1.93747 1.93808 0.61279
H -1.39623 1.83064 -1.15771
H 0.02898 0.57638 -0.81299
H 1.45271 1.97128 -1.01013
H 1.90619 2.18064 0.43640
H 3.04758 -0.13719 0.34803
H 1.85580 -1.99289 0.23768
H 1.18096 -1.51622 -1.30687
H -0.27235 -2.28891 0.84724
H 0.57278 0.13021 2.29764
H -0.98300 -0.09487 1.76347
N -2.09590 -0.00181 -0.04307
N 2.19478 0.05498 -0.34898
```

---

<B>
Below is 2 unconnected molecules or ions with the total composition C7H14N2, with properties calculated with ωB97M-V with the def2-TZVPD basis set.

Output
**E_HOMO**: -0.30281 Eh
**SMILES**: Cc1c[nH]cn1.CCC

```
23
C7H14N2, DFT ωB97M-V with the def2-TZVPD basis set
C 0.66441 2.40642 -1.39172
C 1.72197 1.00992 0.55670
C 1.33297 1.21979 -0.80598
C 2.41503 -0.73892 -0.64849
N 2.32279 -0.20318 0.70308
N 1.69506 0.09228 -1.53903
H 1.56430 1.75599 1.26741
H 2.65957 -0.69973 1.41859
H -0.05635 2.89654 -0.77078
H 0.12007 2.15623 -2.36733
H 2.65725 -1.73784 -0.73928
H 1.38856 3.18092 -1.71792
C -2.28105 -1.10262 0.60699
C -1.27381 -2.29661 0.43159
C -1.61637 0.28912 0.61126
H -2.95992 -1.08527 -0.23798
H -3.01449 -1.20770 1.41987
H -0.94036 -2.53410 -0.52744
H -1.34389 0.56132 -0.42135
H -2.29275 1.04550 1.10236
H -1.47542 -3.41594 0.62651
H -0.50398 -1.95404 1.22324
H -0.78359 0.36190 1.19969
```

---

Short version: <B> is the most stable of them.

---

<A>
Below is a gas-phase ion, C2H3O3Si (charge -1), with properties calculated with ωB97M-V with the def2-TZVPD basis set.

Output
**E_HOMO**: -0.13790 Eh
**SMILES**: [O-]C1=C(O[SiH3])O1
**Charge**: -1

```
9
C2H3O3Si, DFT ωB97M-V with the def2-TZVPD basis set
C 1.30058 1.44322 1.18606
C 0.77975 1.21837 -0.13632
O 2.06312 1.23967 2.04734
O 0.23974 2.19289 0.93176
O -0.07886 -0.17598 0.17983
Si -0.89264 -1.19270 -0.75602
H -0.24254 -1.32746 -2.18659
H -2.16500 -0.89641 -1.11382
H -1.00414 -2.50160 -0.15224
```

---

<B>
Below is a gas-phase ion, C2H3O3Si (charge -1), with properties calculated with ωB97M-V with the def2-TZVPD basis set.

Output
**E_HOMO**: -0.16611 Eh
**SMILES**: O=C([O-])C(=O)[SiH3]
**Charge**: -1

```
9
C2H3O3Si, DFT ωB97M-V with the def2-TZVPD basis set
C -1.52979 -0.58339 0.03975
C -0.56504 0.51817 0.19957
O -2.39447 -0.92793 -0.70883
O -1.01222 -1.34765 0.94495
O -0.99725 1.54726 0.94682
Si 1.22320 0.20723 -0.14242
H 1.98494 0.34289 0.98289
H 1.69867 1.18834 -1.15730
H 1.59194 -0.94492 -1.10543
```

---

Short version: <B> is the most stable of them.

---

<A>
Below is 2 unconnected molecules or ions with the total composition H3N3O2S, with properties calculated with ωB97M-V with the def2-TZVPD basis set.

Output
**E_HOMO (spin up / spin down)**: -0.36518 / -0.32016 Eh

```
9
H3N3O2S, DFT ωB97M-V with the def2-TZVPD basis set
N -0.13124 -0.15067 -1.49027
N 0.21263 0.60887 -0.56422
N 1.17308 -0.00648 0.25731
O 1.37881 -1.17244 -0.03028
O 1.70566 0.65440 1.05146
S -1.44496 0.12517 1.96570
H 0.42221 -1.05756 -1.33874
H -0.81723 0.15655 -2.12847
H -2.49895 0.84214 2.27752
```

---

<B>
Below is a single H3N3O2S molecule, with properties calculated with ωB97M-V with the def2-TZVPD basis set.

Output
**E_HOMO (spin up / spin down)**: -0.29287 / -0.29293 Eh

```
9
H3N3O2S, DFT ωB97M-V with the def2-TZVPD basis set
N -0.72503 0.54164 -0.53831
N 0.34921 0.20568 0.14490
N 1.22903 -0.68860 -0.38614
O 0.68753 0.80703 1.16032
O 2.46292 -0.62510 0.27062
S 0.93635 -1.39144 -1.87929
H -1.04399 0.20901 -1.44590
H -1.52723 0.91151 -0.11751
H 2.06803 -0.53951 1.15397
```

---

Short version: <B> is the most stable of them.

---

<A>
Below is 2 unconnected molecules or ions with the total composition C4H10NO, with properties calculated with ωB97M-V with the def2-TZVPD basis set.

Output
**E_HOMO**: -0.48009 Eh
**Charge**: +1

```
16
C4H10NO, DFT ωB97M-V with the def2-TZVPD basis set
C -1.32248 0.64101 0.37667
C -0.78720 -0.52715 0.66464
O 0.57411 -0.74262 0.43165
C -1.51063 -1.71538 1.18853
H -2.34853 0.79778 0.65927
H -0.76171 1.42877 -0.10596
H 0.76845 -1.66022 0.66969
H -2.43098 -1.38908 1.65621
H -1.74645 -2.40088 0.37454
H -0.91468 -2.26666 1.91593
C 1.93845 1.87008 -1.10258
N 1.51409 0.75580 -1.53348
H 2.49342 2.55865 -1.73046
H 1.74309 2.11110 -0.06546
H 1.12061 0.01950 -0.88948
H 1.67044 0.51929 -2.50972
```

---

<B>
Below is a molecular structure, C4H10NO, with properties calculated with ωB97M-V with the def2-TZVPD basis set.

Output
**E_HOMO**: -0.52762 Eh
**Charge**: +1

```
16
C4H10NO, DFT ωB97M-V with the def2-TZVPD basis set
C -0.50281 1.20961 -0.68921
C -0.85539 0.16915 0.40953
C 0.85732 -0.42187 -0.22345
C -0.86184 0.68957 1.84528
N 1.04649 -1.65654 -1.13373
O 0.70217 0.61576 -1.09567
H -1.22671 1.23497 -1.60932
H -0.28344 2.28460 -0.36332
H -1.47615 -0.57346 0.05216
H 1.66614 -0.53806 0.42343
H 0.18996 0.81034 2.22818
H -1.46814 0.21021 2.51363
H -1.26405 1.63272 1.81355
H 1.57734 -1.08291 -1.78888
H 0.33862 -2.16509 -1.68654
H 1.56048 -2.41899 -0.69565
```

---

<C>
Below is a molecular structure, C4H10NO, with properties calculated with ωB97M-V with the def2-TZVPD basis set.

Output
**E_HOMO**: -0.55881 Eh
**Charge**: +1

```
16
C4H10NO, DFT ωB97M-V with the def2-TZVPD basis set
C -0.05621 1.88948 -0.44097
C 0.29137 -0.04945 -0.09226
C 0.01071 -0.87644 -1.36042
C 0.87950 -0.90879 1.16463
N -0.96922 0.78079 0.30249
O 1.05263 1.03659 -0.53702
H -0.54489 2.02109 -1.39193
H 0.28536 2.89488 -0.14866
H -0.74447 -1.62012 -1.26087
H 0.89037 -1.38059 -1.74609
H -0.34204 -0.15137 -2.13200
H 1.15520 -0.28478 2.03979
H 1.78820 -1.36923 0.77261
H 0.10304 -1.60115 1.52024
H -1.29671 0.90025 1.28047
H -1.91403 0.50250 -0.06283
```

---

<D>
Below is 2 unconnected molecules or ions with the total composition C4H10NO, with properties calculated with ωB97M-V with the def2-TZVPD basis set.

Output
**E_HOMO**: -0.54433 Eh
**Charge**: +1

```
16
C4H10NO, DFT ωB97M-V with the def2-TZVPD basis set
C 0.12171 1.07396 1.79625
C -0.44081 0.72930 0.39660
C 0.67529 0.60475 -0.68367
C 1.10663 -0.82301 -0.68108
O 2.26352 -1.20435 -0.47265
N -2.86751 -0.45122 -0.56103
H -0.67720 0.96468 2.55949
H 0.51100 2.11948 1.77895
H 1.00524 0.40992 2.08035
H -1.22671 1.37506 0.10834
H 1.56921 1.27889 -0.35761
H 0.37901 0.92168 -1.72858
H 0.23828 -1.55037 -0.69718
H -2.61009 -1.37851 -1.00836
H -3.83892 -0.57697 -0.14432
H -2.16230 -0.28055 0.14865
```

---

Short version: <A> is the most stable of them.